Record 1
# C17H31N2PReS2

A molecular structure, C17H31N2PReS2 (ωB97M-V/def2-TZVPD, the Open Molecules 2025 dataset).

Values from the calculation:
Relative energy (zero: lowest compared OMol25 entry of this formula, charge and spin), kJ/mol: 39.6
2S+1: 4
Calculated total energy, eV: -54200.087
Orbital gap (alpha / beta), eV: 6.816 / 6.710
HOMO level (alpha / beta), eV: -6.3 / -7.0

Last column: natural (NBO) charge in e.
Cartesian coordinates (Å):
1 Re 0.974089 -0.075326 -1.247385  0.725
2 C 4.855995 2.704420 -1.124910  -0.647
3 C 3.432173 2.188885 -1.147721  -0.175
4 S 3.285000 0.422772 -1.072652  -0.153
5 C 2.367006 2.987995 -1.231829  -0.167
6 C 2.448585 4.488300 -1.315250  -0.640
7 S 0.710735 2.341716 -1.242033  -0.327
8 H 5.566103 1.879348 -1.134077  0.226
9 H 5.055564 3.300694 -0.231616  0.212
10 H 5.070699 3.329241 -1.993618  0.216
11 H 3.478578 4.841000 -1.326553  0.213
12 H 1.942556 4.953943 -0.465696  0.215
13 H 1.951967 4.853825 -2.216744  0.220
14 C -1.755153 0.087615 -3.534739  -0.954
15 P -1.410011 -0.377517 -1.819890  0.986
16 C -2.615002 0.629463 -0.902386  -0.939
17 C -2.018688 -2.075517 -1.621027  -0.268
18 C -2.684364 -2.758801 -2.633806  -0.233
19 C -3.122137 -4.063262 -2.432100  -0.196
20 C -2.897793 -4.690110 -1.216850  -0.200
21 C -2.226048 -4.016231 -0.203791  -0.203
22 C -1.777937 -2.721353 -0.407223  -0.222
23 H -1.157145 -0.518123 -4.213604  0.259
24 H -1.447943 1.127472 -3.650081  0.266
25 H -2.814502 -0.012029 -3.775871  0.229
26 H -3.624843 0.259104 -1.080783  0.238
27 H -2.528905 1.661703 -1.244725  0.258
28 H -2.412517 0.618514 0.167134  0.230
29 H -2.866371 -2.285949 -3.590156  0.215
30 H -3.634558 -4.588192 -3.227830  0.216
31 H -3.235702 -5.706550 -1.060974  0.217
32 H -2.032881 -4.506609 0.741589  0.219
33 H -1.211068 -2.230464 0.378088  0.230
34 C -1.298749 -0.424373 4.037453  -0.610
35 C -0.050183 0.139905 3.372276  0.095
36 C 1.199733 -0.358788 4.085347  -0.622
37 C -0.101168 1.668735 3.388346  -0.639
38 N -0.060612 -0.419693 1.999343  -0.465
39 N 0.942362 0.104155 1.135801  -0.692
40 H -1.319370 -0.166150 5.096680  0.217
41 H -1.323015 -1.511114 3.943210  0.222
42 H -2.204992 -0.017224 3.579122  0.205
43 H 1.180631 -0.062517 5.135344  0.216
44 H 2.108133 0.061472 3.648180  0.210
45 H 1.260558 -1.446892 4.031386  0.222
46 H -0.243420 2.028990 4.409017  0.222
47 H -0.932680 2.039083 2.782271  0.212
48 H 0.819181 2.123859 3.017379  0.213
49 H -0.949631 -0.197231 1.566879  0.343
50 H 1.837779 -0.317464 1.353113  0.393
51 H 1.040372 1.117566 1.199761  0.383
52 C 1.384666 -1.790998 -2.028215  -0.769
53 H 2.388346 -2.066906 -2.355376  0.197
54 H 0.656563 -2.554375 -2.318197  0.179

Cartesian forces, eV/Å:
Re 0.274 -0.559 0.303
C -0.013 -0.037 0.004
C 0.197 -0.214 0.028
S 0.021 0.140 -0.034
C -0.354 0.058 0.033
C -0.025 -0.014 0.015
S 0.002 0.396 -0.113
H -0.036 -0.022 0.004
H -0.024 -0.005 0.010
H -0.025 -0.002 -0.015
H 0.007 -0.020 -0.002
H -0.009 -0.032 0.001
H 0.000 -0.033 -0.005
C -0.066 0.005 -0.080
P 0.159 -0.046 -0.050
C -0.121 0.096 0.004
C 0.033 -0.062 0.000
C -0.076 -0.045 0.010
C 0.037 0.066 0.015
C 0.010 0.019 0.030
C -0.009 -0.016 -0.026
C 0.006 -0.037 0.022
H 0.015 -0.026 0.022
H 0.001 0.005 -0.001
H 0.000 0.038 -0.013
H -0.021 0.066 -0.006
H 0.018 0.013 0.029
H -0.011 -0.062 0.013
H 0.014 0.003 0.010
H 0.005 0.011 -0.004
H 0.002 0.007 0.003
H -0.003 -0.004 -0.008
H -0.002 0.037 -0.047
C -0.075 -0.043 0.032
C -0.017 -0.032 -0.084
C 0.076 -0.043 0.046
C -0.035 0.088 0.020
N 0.049 0.051 0.009
N 0.048 0.097 -0.186
H 0.001 0.015 -0.017
H 0.017 0.016 0.012
H 0.022 -0.018 -0.009
H -0.010 0.011 -0.018
H -0.020 -0.010 -0.013
H -0.015 0.016 0.008
H 0.009 -0.017 -0.018
H 0.004 -0.010 0.017
H 0.001 -0.022 -0.007
H -0.048 0.024 -0.012
H 0.028 -0.056 0.060
H 0.034 0.037 0.091
C -0.074 0.257 -0.090
H -0.008 -0.016 -0.091
H 0.008 -0.068 0.100

Record 2
# C17H31N3P2Ru

A molecular structure, C17H31N3P2Ru at a distorted geometry (ωB97M-V/def2-TZVPD, the Open Molecules 2025 dataset).

Values from the calculation:
Total charge: +2
Relative energy (zero: lowest compared OMol25 entry of this formula, charge and spin), kJ/mol: 589.2
2S+1: 5
Calculated total energy, eV: -43731.801
Orbital gap (alpha / beta), eV: 5.751 / 5.304
HOMO level (alpha / beta), eV: -13.7 / -14.2

Last column: natural (NBO) charge in e.
Cartesian coordinates (Å):
1 P 1.215252 0.080569 -1.918447  1.098
2 P -1.623685 -1.826786 -0.080624  1.286
3 C 0.804043 -1.836985 -1.480418  -0.634
4 C -0.651993 -2.274496 -1.561863  -0.742
5 H 1.201817 -2.009761 -0.464527  0.251
6 H 1.407547 -2.381685 -2.221594  0.262
7 H -1.157215 -1.819520 -2.429936  0.244
8 H -0.751551 -3.366288 -1.668245  0.297
9 C -1.745781 -3.267451 1.032900  -0.959
10 H -2.235779 -3.051958 1.996433  0.276
11 H -0.763076 -3.686377 1.264462  0.265
12 H -2.329384 -4.045338 0.538454  0.256
13 C -3.269758 -1.543865 -0.714198  -0.979
14 H -3.736204 -2.529113 -0.847363  0.284
15 H -3.221085 -1.055002 -1.686975  0.255
16 H -3.904037 -0.964196 -0.040571  0.280
17 C 2.940504 -0.072032 -1.416410  -0.979
18 H 3.427640 0.913642 -1.463982  0.271
19 H 3.419082 -0.775307 -2.115825  0.257
20 H 3.015067 -0.466289 -0.385025  0.292
21 C 0.801965 0.217325 -3.671552  -0.950
22 H -0.164221 -0.257953 -3.849798  0.285
23 H 1.740532 -0.156219 -4.077946  0.313
24 H 0.793271 1.351037 -3.906311  0.232
25 Ru 0.182240 1.871244 -2.337680  0.725
26 C -1.733000 -0.660787 1.838492  -0.192
27 C -0.843285 -0.823711 2.886927  -0.159
28 C 0.382198 -1.562730 2.995176  -0.469
29 C 1.700428 -0.703627 3.227194  -0.449
30 C 1.931595 0.154993 2.034387  -0.107
31 C 1.031157 0.602055 1.085944  -0.328
32 C -0.368383 0.579794 0.150903  -0.307
33 C -1.440827 0.740479 1.166574  -0.494
34 C 1.691621 3.185977 -2.344532  -0.659
35 H -2.826958 -0.777519 1.994816  0.250
36 H -1.197067 -0.301436 3.756578  0.244
37 H 0.611053 -2.186944 2.144092  0.195
38 H 0.323959 -2.282465 3.815652  0.264
39 H 1.612503 -0.071097 4.128372  0.260
40 H 2.533564 -1.394451 3.474180  0.249
41 H 3.008946 0.458178 2.026338  0.243
42 H 1.356222 1.659578 0.823833  0.233
43 H -0.644997 -0.355786 -0.409367  0.146
44 H -0.673415 1.355743 -0.767765  0.197
45 H -1.060256 1.465863 1.887555  0.270
46 H -2.307027 1.229075 0.748973  0.231
47 H 1.532495 4.224959 -2.678125  0.263
48 H 2.444990 2.727198 -2.994744  0.207
49 H 2.105738 3.263442 -1.341111  0.244
50 N -0.743209 3.417989 -1.328839  -0.697
51 C -0.725022 3.898118 -0.241323  0.688
52 N -0.485763 4.275582 0.948030  -0.602
53 C -1.083110 5.074523 1.814693  0.386
54 N -1.529339 5.759807 2.664136  -0.294

Cartesian forces, eV/Å:
P 2.462 -5.449 3.223
P -1.806 -1.536 4.121
C 0.180 1.239 -0.686
C 0.256 0.199 -0.154
H 0.107 0.237 -0.512
H -0.065 0.077 0.307
H 0.032 -0.211 0.282
H 0.096 0.245 0.046
C -0.235 -1.187 -0.636
H 0.179 0.227 -0.584
H -0.037 0.080 -0.122
H 0.077 -0.252 0.043
C -0.548 -0.096 -0.282
H 0.024 0.201 -0.106
H -0.148 0.083 0.038
H 0.154 -0.027 -0.059
C 0.788 0.144 -0.864
H 0.021 -0.411 0.009
H 0.260 0.236 0.283
H -0.303 0.263 -0.702
C 1.313 0.272 -0.396
H 0.401 -0.213 -0.673
H -0.494 -0.158 -1.252
H 0.438 -1.379 -2.021
Ru -4.271 6.156 1.813
C -0.984 2.568 -4.621
C 0.291 -0.818 1.683
C 2.354 -0.400 0.786
C -1.165 -1.676 -0.194
C -0.827 -0.420 -0.223
C 1.109 2.914 -2.236
C -0.263 0.030 1.678
C -1.026 0.346 0.368
C 1.890 0.459 -0.521
H 0.612 -0.138 0.216
H -0.132 0.036 0.661
H -0.166 -0.073 -0.630
H -0.104 0.075 0.287
H -0.101 0.045 -0.445
H -0.342 0.386 -0.414
H -1.291 1.065 -0.191
H 0.462 -1.329 -0.518
H 1.072 1.125 0.630
H 1.072 -0.905 3.001
H -0.244 -0.171 0.317
H -0.762 -0.221 -0.256
H -0.787 -0.620 -0.039
H 0.136 0.099 0.097
H -0.036 -0.283 0.242
N 0.169 -0.815 -0.945
C 0.754 0.857 2.545
N -0.487 -0.995 -2.345
C -1.163 1.903 2.113
N 1.075 -1.790 -2.165